(1)
{
  "formula": "C4H6N2O",
  "method": "ωB97M-V/def2-TZVPD",
  "species": ["N", "C", "N", "C", "C", "C", "O", "H", "H", "H", "H", "H", "H"],
  "coordinates": [[1.8364, 0.9689, -0.0585], [0.5668, 0.4350, 0.1525], [-0.4416, 1.3248, 0.0013], [-1.5665, 0.6082, -0.1978], [-1.2963, -0.7264, 0.0036], [0.0807, -0.8404, 0.2219], [0.8351, -1.9558, 0.4190], [2.0751, 0.4776, -1.0036], [2.4362, 0.5549, 0.6482], [-0.2977, 2.3115, -0.1583], [-2.4948, 1.1150, -0.3537], [-1.9914, -1.5472, -0.0377], [0.2580, -2.7262, 0.3632]],
  "forces_ev_per_a": [[1.549, -1.774, -1.919], [0.473, 0.536, 0.583], [-0.524, -0.485, -0.670], [-1.337, 0.075, 0.525], [-0.717, -0.110, -0.287], [-0.089, 0.757, 0.006], [0.171, -0.336, -0.078], [0.388, 1.417, 2.126], [0.531, 0.150, -0.256], [0.016, -0.338, -0.013], [-0.378, -0.049, -0.025], [-0.219, 0.050, 0.003], [0.136, 0.107, 0.005]],
  "fmax_ev_per_a": 3.04,
  "orbital_gap_ha": 0.3102,
  "homo_energy_ev": -7.5856
}

(2)
{
  "formula": "C4H6N2O",
  "method": "ωB97M-V/def2-TZVPD",
  "species": ["C", "C", "C", "N", "C", "O", "N", "H", "H", "H", "H", "H", "H"],
  "coordinates": [[-1.0834, 1.5645, -0.8510], [-0.2999, 0.4036, -0.3097], [1.0600, 0.5415, -0.2418], [1.4637, -0.7663, 0.5335], [0.2896, -1.3980, 0.6380], [0.1754, -2.6356, 1.1434], [-0.7758, -0.7656, 0.1985], [-1.6545, 2.0847, -0.0725], [-1.7406, 1.3348, -1.6949], [-0.3179, 2.2401, -1.2431], [1.4036, 1.5631, -0.0023], [2.2636, -1.3713, 0.8198], [-0.7837, -2.7956, 1.0821]],
  "forces_ev_per_a": [[0.121, 0.029, -0.047], [0.468, 0.310, -0.143], [0.474, -1.663, 2.095], [-0.870, 0.784, -0.455], [-0.677, 0.322, -0.220], [-0.002, 0.170, -0.037], [-0.130, -0.106, -0.283], [0.029, -0.217, -0.160], [0.008, -0.252, 0.278], [-0.304, 0.220, 0.046], [0.890, -1.069, -0.358], [-0.336, 1.684, -0.810], [0.329, -0.212, 0.094]],
  "fmax_ev_per_a": 2.72,
  "orbital_gap_ha": 0.3431,
  "homo_energy_ev": -8.5023
}

(3)
{
  "formula": "C4H6N2O",
  "method": "ωB97M-V/def2-TZVPD",
  "species": ["N", "C", "C", "N", "C", "O", "C", "H", "H", "H", "H", "H", "H"],
  "coordinates": [[-2.1852, 0.4731, -0.1696], [-0.8463, 0.2782, -0.2407], [-0.6132, -1.1040, -0.0062], [0.7306, -1.1422, 0.4079], [1.2707, 0.0655, 0.2520], [2.5521, 0.2257, 0.6195], [0.3533, 1.0086, -0.2175], [-2.6836, 1.2093, -0.6634], [-2.3420, -0.5421, 0.1506], [-0.8253, -1.7075, -0.8929], [1.2414, -1.9660, 0.6664], [2.8058, 1.1310, 0.4118], [0.5417, 2.0703, -0.3180]],
  "forces_ev_per_a": [[0.003, -0.247, 0.159], [0.331, -0.596, 0.200], [0.791, -0.051, -0.107], [0.767, 0.031, -0.567], [0.109, -0.128, -0.059], [0.292, 0.298, 0.017], [0.011, -0.022, 0.394], [-0.132, -0.767, 0.097], [-1.996, 1.877, -0.753], [-0.316, -0.275, 0.446], [0.139, 0.066, -0.042], [0.114, -0.020, 0.106], [-0.113, -0.168, 0.107]],
  "fmax_ev_per_a": 2.84,
  "orbital_gap_ha": 0.2892,
  "homo_energy_ev": -7.1159
}

(4)
{
  "formula": "C4H6N2O",
  "method": "ωB97M-V/def2-TZVPD",
  "species": ["C", "C", "C", "C", "N", "O", "N", "H", "H", "H", "H", "H", "H"],
  "coordinates": [[-2.3109, 0.1828, -0.1147], [-0.8312, 0.0513, -0.2871], [0.2201, 0.4478, 0.5900], [1.3339, -0.0518, 0.0037], [2.6587, -0.1046, 0.4464], [1.0059, -0.6523, -1.1583], [-0.3597, -0.5821, -1.3328], [-2.8166, -0.3348, -0.9336], [-2.6185, -0.2798, 0.8293], [-2.6374, 1.2268, -0.0983], [0.1838, 1.0331, 1.4952], [3.3139, 0.0888, -0.3028], [2.8646, -1.0300, 0.8124]],
  "forces_ev_per_a": [[-0.045, 0.022, -0.029], [-0.024, -0.130, -0.161], [0.126, -0.039, -0.052], [-0.227, 0.042, 0.065], [0.049, -0.065, -0.162], [0.311, -0.017, 0.110], [-0.310, 0.128, 0.265], [0.069, 0.112, 0.106], [0.047, 0.087, -0.137], [0.100, -0.108, -0.005], [-0.082, -0.179, -0.041], [-0.053, -0.014, 0.012], [0.038, 0.161, 0.029]],
  "fmax_ev_per_a": 0.43,
  "orbital_gap_ha": 0.3839,
  "homo_energy_ev": -9.5200
}